(1)
Entry from the OMol25 dataset: a cluster of 2 separate species, F3H3SSi2 in total (ωB97M-V/def2-TZVPD).

Results
Frontier orbital gap (alpha / beta) ... 8.13 / 8.13 eV
Energy relative to the best compared isomer or geometry (same formula, charge and spin) ... 71.7 kcal per mole
LUMO energy (alpha / beta) ... -1.05 / -1.05 eV
Electronic energy ... -34794.3264 eV
E_HOMO (alpha / beta) ... -9.2 / -9.2 eV

The geometry in ORCA input format:
```
! wB97M-V def2-TZVPD RIJCOSX def2/J DEFGRID3
* xyz 0 1
F -2.0468 1.7954 -0.0969
F -2.2010 -0.4679 0.9839
F -2.0508 -0.2353 -1.5447
Si 0.7539 0.0283 -0.0595
Si -1.4670 0.3559 -0.2077
S 1.8258 -1.7121 -0.5997
H 1.3627 1.1353 -0.5750
H 0.9392 0.1277 2.4230
H 2.8840 -1.0274 -0.3234
*
```

***

(2)
Entry from the OMol25 dataset: a cluster of 9 separate species, C32H89N7O11 in total (ωB97M-V/def2-TZVPD).

Results
Frontier orbital gap ... 9.43 eV
SMILES ... COC[C@H](C)N.COC[C@H](C)N.COC[C@H](C)N.COC[C@H](C)N.COC[C@H](C)N.COC[C@H](C)N.COC[C@H](C)N.OCCO.OCCO
Energy relative to the best compared isomer or geometry (same formula, charge and spin) ... 119.7 kcal per mole
LUMO energy ... 0.57 eV
Electronic energy ... -67573.9404 eV
E_HOMO ... -8.9 eV

The geometry in ORCA input format:
```
! wB97M-V def2-TZVPD RIJCOSX def2/J DEFGRID3
* xyz 0 1
C -5.8396 -1.6259 -1.5426
C -6.1465 -0.1320 -1.4178
O -7.3955 0.1814 -0.7822
O -6.4097 -2.3927 -0.4865
H -4.7568 -1.7237 -1.3855
H -6.1255 -2.1068 -2.4757
H -6.1237 0.3785 -2.3882
H -5.3562 0.3748 -0.8612
H -8.0318 -0.1087 -1.4479
H -6.2746 -1.9226 0.3510
C -1.7990 -0.0712 -0.3321
C -0.3884 -0.2274 -0.8652
O 0.0422 1.0172 -1.5500
O -2.2863 -1.4057 -0.0938
H -2.5145 0.3553 -1.0313
H -1.6235 0.5594 0.5383
H -0.2679 -0.8868 -1.7241
H 0.3040 -0.4309 -0.0474
H 0.6924 0.7172 -2.2142
H -2.1043 -1.8901 -0.9381
C -0.6478 -4.5378 -0.7690
C -0.6869 -3.9284 -2.1632
C -0.5631 -4.9134 -3.3313
O -0.6972 -4.2678 -4.5679
C -0.8731 -5.2016 -5.6363
N -1.8269 -3.0032 -2.3396
H -1.5061 -5.1968 -0.5934
H -0.6912 -3.7811 0.0135
H 0.2642 -5.1258 -0.6424
H 0.2438 -3.3422 -2.1057
H -1.4168 -5.5854 -3.1627
H 0.3908 -5.4168 -3.1327
H 0.1080 -5.5810 -5.9209
H -1.3201 -4.5957 -6.4258
H -1.5971 -5.9855 -5.4081
H -2.7568 -3.4292 -2.3758
H -1.7246 -2.8866 -3.3564
C 2.6786 -0.4856 2.6149
C 2.5907 -1.8333 1.7954
C 3.9028 -2.6045 1.9391
O 4.9227 -1.8873 1.2961
C 6.1546 -1.8438 2.0030
N 1.4548 -2.5901 2.3321
H 1.7029 -0.1986 2.9792
H 3.0142 0.3444 1.9982
H 3.4122 -0.6127 3.4159
H 2.4483 -1.5722 0.7476
H 3.6960 -3.5496 1.4180
H 4.0750 -2.8048 3.0007
H 6.5806 -2.8081 2.2768
H 6.1152 -1.1615 2.8557
H 6.8114 -1.3443 1.2882
H 0.5412 -2.1927 2.1654
H 1.5785 -2.5448 3.3395
C -2.3184 -3.0224 3.0150
C -3.7672 -2.8096 2.5422
C -4.1663 -1.3385 2.5557
O -5.5068 -1.1511 2.0893
C -5.8417 0.2123 2.1496
N -3.8643 -3.5141 1.2362
H -2.0460 -4.0691 2.9022
H -2.2364 -2.8146 4.0855
H -1.6774 -2.3411 2.4583
H -4.4994 -3.2628 3.2176
H -3.4468 -0.6387 2.1105
H -4.1264 -0.9593 3.5895
H -6.8866 0.2999 1.8381
H -5.3654 0.8750 1.4170
H -5.7519 0.6416 3.1503
H -3.1452 -3.0938 0.6434
H -4.6476 -3.0127 0.8132
C 1.3135 3.7575 -3.4239
C 2.1079 4.1786 -4.6706
C 3.1525 5.3061 -4.4122
O 2.5764 6.3147 -3.6317
C 2.7123 7.6097 -4.1537
N 2.7849 3.0509 -5.3495
H 0.8266 4.6804 -3.0890
H 1.9717 3.4824 -2.6025
H 0.4603 3.1242 -3.6565
H 1.4193 4.7434 -5.3144
H 3.4619 5.6369 -5.4079
H 4.0081 4.8110 -3.9377
H 3.7212 7.7808 -4.5511
H 2.6690 8.3208 -3.3262
H 1.9992 7.9174 -4.9227
H 2.0915 2.4539 -5.7825
H 3.3288 3.5447 -6.0518
C 4.0758 1.2697 -2.2436
C 3.5504 -0.0078 -2.8884
C 3.4175 -1.2380 -1.9997
O 3.1820 -2.3119 -2.9191
C 2.9562 -3.5021 -2.1655
N 2.2116 0.3653 -3.4198
H 4.9525 0.9560 -1.6538
H 3.3338 1.5934 -1.5113
H 4.4680 2.0119 -2.9308
H 4.2099 -0.1551 -3.7520
H 2.6406 -1.0495 -1.2549
H 4.3534 -1.4852 -1.4894
H 2.2999 -3.2883 -1.3117
H 3.8628 -3.9868 -1.8049
H 2.3138 -4.1793 -2.7336
H 2.3275 1.0320 -4.1798
H 1.8781 -0.4524 -3.9426
C 0.7016 4.0538 2.1947
C 1.4698 3.0777 1.2799
C 2.8805 2.9702 1.8933
O 3.6383 4.1573 1.6337
C 3.8752 4.4402 0.2798
N 0.7439 1.7956 1.1660
H 0.6088 3.6341 3.2017
H -0.3394 4.1542 1.8716
H 1.2031 5.0162 2.2630
H 1.5728 3.5032 0.2787
H 3.5455 2.2016 1.4777
H 2.8907 2.8054 2.9712
H 2.9941 4.7883 -0.2638
H 4.2390 3.5516 -0.2549
H 4.6661 5.1810 0.1844
H -0.1473 2.1343 1.5211
H 0.5594 1.6035 0.1768
C -3.8377 0.8227 6.0324
C -2.4052 1.2077 6.3066
C -1.3955 0.1789 5.7664
O -1.6935 -0.1546 4.4168
C -0.8657 0.5607 3.4894
N -2.1619 2.5881 5.7613
H -4.0303 0.8245 4.9537
H -4.5836 1.5331 6.3928
H -4.0737 -0.1873 6.3806
H -2.2495 1.3838 7.3755
H -1.5636 -0.7118 6.3801
H -0.3483 0.4611 5.8677
H -1.2705 1.5674 3.3708
H -0.7659 -0.0582 2.6029
H 0.1490 0.7173 3.8600
H -2.8878 3.1449 6.2047
H -2.4377 2.5755 4.7805
*
```

***

(3)
Entry from the OMol25 dataset: a structure of composition C38H54AsN5O3S5Sc (ωB97M-V/def2-TZVPD).

Results
Frontier orbital gap (alpha / beta) ... 5.75 / 5.16 eV
Energy relative to the best compared isomer or geometry (same formula, charge and spin) ... 20.6 kcal per mole
LUMO energy (alpha / beta) ... 0.83 / 0.75 eV
Electronic energy ... -189601.2259 eV
E_HOMO (alpha / beta) ... -4.9 / -4.4 eV

The geometry in ORCA input format:
```
! wB97M-V def2-TZVPD RIJCOSX def2/J DEFGRID3
* xyz -1 1
Sc -0.3658 -0.1572 0.2980
C -5.0402 5.7582 -1.4238
C -3.5625 5.6038 -1.8114
C -2.7552 6.6478 -1.0358
C -3.3930 5.8950 -3.3115
C -3.0912 4.1802 -1.5295
C -2.0528 3.9022 -0.6809
C -1.6081 2.5763 -0.4915
N -0.6089 2.1297 0.2938
C 0.2646 2.7758 1.1151
C 0.5022 4.1581 1.2554
C 1.4168 4.6391 2.1706
C 2.0981 3.7110 2.9759
C 1.9280 2.3429 2.8830
C 1.0261 1.8436 1.9062
O 0.8254 0.5795 1.7007
C 2.6557 1.3747 3.8170
C 3.5622 2.1090 4.8077
C 1.6131 0.5781 4.6201
C 3.5321 0.4116 2.9996
C 1.6889 6.1307 2.3526
C 3.1888 6.4175 2.1711
C 1.2697 6.5593 3.7678
C 0.9128 6.9972 1.3563
C -2.2840 1.4827 -1.1656
O -1.8182 0.2931 -0.9514
C -3.4095 1.7754 -1.9983
C -3.7447 3.1019 -2.1643
C -4.2405 0.6734 -2.6595
C -3.4037 -0.0638 -3.7084
C -5.4737 1.2470 -3.3656
C -4.7388 -0.3194 -1.5961
H -5.3729 6.7826 -1.6113
H -5.1806 5.5386 -0.3639
H -5.6775 5.0839 -1.9967
H -3.1188 7.6465 -1.2861
H -1.6957 6.5989 -1.2962
H -2.8604 6.5131 0.0428
H -3.7283 6.9094 -3.5437
H -3.9681 5.1961 -3.9193
H -2.3428 5.8017 -3.5951
H -1.5862 4.6987 -0.1280
H -0.0451 4.8512 0.6374
H 2.7836 4.1002 3.7172
H 2.9879 2.7769 5.4541
H 4.3332 2.6908 4.2960
H 4.0606 1.3739 5.4420
H 1.0176 1.2530 5.2396
H 2.1094 -0.1454 5.2719
H 0.9409 0.0379 3.9559
H 4.2329 0.9689 2.3714
H 2.9148 -0.2156 2.3608
H 4.1069 -0.2364 3.6670
H 3.7846 5.8964 2.9209
H 3.3819 7.4889 2.2722
H 3.5303 6.0937 1.1866
H 1.8288 6.0145 4.5293
H 0.2062 6.3697 3.9234
H 1.4555 7.6279 3.9064
H 1.1808 6.7655 0.3231
H 1.1455 8.0486 1.5354
H -0.1654 6.8719 1.4733
H -4.5911 3.3380 -2.7947
H -3.0403 0.6261 -4.4744
H -4.0059 -0.8362 -4.1948
H -2.5512 -0.5446 -3.2470
H -5.1983 1.9126 -4.1878
H -6.1178 1.7885 -2.6685
H -6.0496 0.4210 -3.7860
H -3.9126 -0.8059 -1.0865
H -5.3467 -1.0983 -2.0634
H -5.3472 0.1978 -0.8502
S -1.4554 -4.2915 2.7602
As -1.4165 -2.7809 1.2763
S -2.0810 -0.8506 2.0517
S 0.5901 -2.5100 0.4513
S -2.7282 -3.5792 -0.2019
N 2.9316 4.3943 -1.6292
C 3.6746 3.3926 -2.1451
O 4.4663 3.5463 -3.0611
C 3.4479 2.0538 -1.5087
C 4.5359 1.2476 -1.2060
C 4.3016 -0.0126 -0.6905
C 2.9924 -0.4244 -0.5027
N 1.9359 0.3345 -0.7923
C 2.1674 1.5560 -1.2769
H 3.0580 5.3206 -2.0001
H 2.3468 4.2720 -0.8144
H 5.5385 1.6117 -1.3930
H 5.1206 -0.6779 -0.4520
H 2.7730 -1.4088 -0.1083
H 1.2950 2.1299 -1.5726
C 2.2521 -3.2785 -2.8682
N 2.5160 -1.9555 -3.3728
C 3.7164 -1.6463 -4.1313
C 3.5789 -0.1396 -4.3724
N 2.1460 0.0484 -4.1900
C 1.5927 -0.9782 -3.4804
S 0.0553 -0.9805 -2.8687
H 3.1341 -3.6454 -2.3404
H 2.0027 -3.9736 -3.6770
H 1.4145 -3.2337 -2.1738
H 3.7280 -2.2049 -5.0754
H 4.6113 -1.9020 -3.5616
H 3.8903 0.1530 -5.3745
H 4.1578 0.4373 -3.6441
H 1.7433 0.9642 -4.0968
*
```

***

(4)
Entry from the OMol25 dataset: the molecule C5H2ClN3S3 (ωB97M-V/def2-TZVPD).

Results
Frontier orbital gap ... 7.01 eV
SMILES ... Clc1nss/c1=N/c1nccs1
Energy relative to the best compared isomer or geometry (same formula, charge and spin) ... 36.9 kcal per mole
LUMO energy ... -1.20 eV
Electronic energy ... -54713.2665 eV
E_HOMO ... -8.2 eV

The geometry in ORCA input format:
```
! wB97M-V def2-TZVPD RIJCOSX def2/J DEFGRID3
* xyz 0 1
C 1.9516 0.6529 -0.2657
C 1.6142 -0.8190 -0.0152
C -0.7033 -0.8424 0.0923
C -2.1909 0.7024 0.7527
C -3.0718 -0.0434 -0.0925
H -2.4025 1.6798 1.2494
H -3.9345 0.5323 -0.5032
N 3.2443 0.9755 -0.5140
N 0.5154 -1.5324 -0.0913
N -0.9707 0.1565 0.8385
S 4.3539 -0.1529 -0.2562
S 3.0782 -1.8248 0.1517
S -2.2309 -1.4540 -0.8931
Cl 0.7469 1.9694 -0.4535
*
```

***

What is the energy relative to the best compared isomer or geometry (same formula, charge and spin) in the fourth record? 36.9 kcal per mole

***

Which of these has the highest energy relative to the best compared isomer or geometry (same formula, charge and spin)? C32H89N7O11